The following is a DFT calculation (wB97M-V/def2-TZVPD) of a molecular structure, C46H84BeBr3ClF8KMgN4O6PS2 in a non-equilibrium geometry.

Each line ends with the Löwdin charge.
Element x y z (Å)
C1 6.4766 0.0894 -3.2646  -0.143
C2 5.0447 0.6891 -3.5203  -0.230
C3 4.1705 0.3772 -2.2317  -0.220
C4 2.6357 0.4779 -2.5768  -0.203
C5 2.2638 -0.6678 -3.6103  -0.209
C6 0.8866 -1.3450 -3.2941  -0.212
C7 0.6504 -2.6739 -4.1459  -0.183
C8 -0.8235 -3.1429 -3.8469  -0.209
N1 -1.6134 -3.3305 -5.0785  -0.195
C9 -3.0159 -3.7002 -4.6646  -0.246
C10 -3.8312 -2.4434 -4.2003  -0.170
C11 -4.2742 -2.4374 -2.6904  -0.197
C12 -4.9254 -3.7930 -2.1858  -0.168
C13 -6.4075 -3.6856 -1.6065  -0.234
C14 -6.4140 -4.3242 -0.1754  -0.196
C15 -7.8352 -4.7392 0.3777  -0.231
C16 -9.0556 -4.3165 -0.5140  -0.115
C17 -1.1382 -4.4764 -5.8695  -1.012
S1 -0.0046 -4.2148 -7.0572  0.723
S2 -1.8226 -6.1648 -5.6769  0.835
C18 -0.7508 -7.4310 -4.8723  -0.461
C19 0.5839 -7.0393 -4.1474  -0.200
C20 0.4773 -7.4897 -2.6274  -0.129
C21 1.8429 -7.8881 -1.9747  -0.424
C22 2.3426 -9.3757 -2.1847  -0.211
O1 3.4026 -9.5099 -1.1397  -0.569
P1 4.2210 -7.9181 -1.1815  0.607
C23 5.2838 -6.3082 -1.2961  -0.261
C24 6.0796 -5.9518 -0.0006  -0.456
C25 7.2864 -6.9457 0.2848  -0.088
C26 5.1804 -5.7319 1.2583  -0.116
O2 2.9971 -7.0973 -2.1776  -0.276
H1 6.7635 0.1703 -2.1852  0.093
H2 6.3837 -1.0233 -3.5439  -0.159
H3 7.2737 0.6122 -3.8396  0.088
H4 4.6100 0.1940 -4.4177  0.102
H5 5.0995 1.7803 -3.7256  0.116
H6 4.3852 -0.6826 -1.9574  0.109
H7 4.4833 1.0995 -1.4457  0.111
H8 2.4909 1.4966 -3.0009  0.107
H9 2.0150 0.4086 -1.6549  0.100
H10 3.1078 -1.4054 -3.5633  0.110
H11 2.2745 -0.2301 -4.6354  0.116
H12 0.0976 -0.6339 -3.6357  0.115
H13 0.7891 -1.5773 -2.2055  0.114
H14 0.8233 -2.3854 -5.2005  0.075
H15 1.3774 -3.4195 -3.7542  0.109
H16 -0.7983 -4.0473 -3.1718  0.125
H17 -1.2854 -2.3376 -3.2204  0.104
H18 -3.5219 -4.0980 -5.5760  0.108
H19 -2.9209 -4.4626 -3.8580  0.086
H20 -4.7701 -2.3542 -4.8055  0.110
H21 -3.2614 -1.5039 -4.3958  0.117
H22 -4.8865 -1.5218 -2.5062  0.057
H23 -3.3444 -2.2892 -2.0836  0.103
H24 -4.9495 -4.5709 -2.9882  0.114
H25 -4.2643 -4.2244 -1.3962  0.110
H26 -7.0773 -4.2076 -2.3322  0.115
H27 -6.7908 -2.6144 -1.5652  -0.038
H28 -5.8762 -3.6550 0.5310  0.119
H29 -5.8119 -5.2648 -0.2390  0.112
H30 -7.8673 -5.8309 0.6026  0.110
H31 -7.9570 -4.2407 1.3721  0.103
H32 -8.9825 -3.2882 -0.9329  0.044
H33 -9.1199 -5.0500 -1.3556  0.082
H34 -9.9765 -4.4290 0.0965  0.081
H35 -0.5752 -8.2384 -5.6240  0.078
H36 -1.3970 -7.9070 -4.0919  0.059
H37 0.9439 -6.0023 -4.2736  0.096
H38 1.3828 -7.6948 -4.5817  0.117
H39 -0.1591 -8.4071 -2.5493  0.111
H40 0.0376 -6.6597 -2.0344  0.118
H41 1.5777 -7.9038 -0.8739  0.122
H42 2.9008 -9.6310 -3.1106  0.137
H43 1.5990 -10.1695 -1.8456  0.023
H44 4.8726 -8.4060 -2.3804  0.073
H45 5.1925 -8.5856 -0.3441  0.013
H46 3.5404 -7.4957 0.0192  0.032
H47 6.0377 -6.4769 -2.1380  0.098
H48 4.6151 -5.4512 -1.5327  0.083
H49 6.5594 -4.9589 -0.1986  0.129
H50 6.9226 -7.6925 1.0207  0.063
H51 8.1306 -6.3338 0.6649  0.077
H52 7.5854 -7.4352 -0.6686  0.074
H53 4.3394 -5.0182 1.0678  0.083
H54 4.7693 -6.7021 1.6278  0.044
H55 5.7637 -5.3093 2.1141  0.086
N2 2.1173 -6.4488 3.2118  0.001
C27 0.9404 -5.7919 3.4404  -0.157
C28 0.8887 -5.4718 4.7720  -0.137
C29 2.0819 -5.9492 5.3698  -0.102
C30 2.8226 -6.5454 4.3841  -0.140
H56 2.4193 -6.8044 2.3219  0.111
H57 0.2431 -5.6098 2.6387  0.103
H58 0.0840 -4.9517 5.2605  0.027
H59 2.3659 -5.8642 6.4064  0.095
H60 3.7866 -7.0289 4.4139  0.106
K1 -7.4600 -0.7795 -2.0436  0.946
Mg1 2.2042 -11.1609 -0.2191  1.193
C31 -2.8727 1.6405 0.6062  -0.015
C32 -3.8259 0.7477 -0.2544  -0.428
O3 -4.5423 0.0403 0.5813  -0.033
H61 -2.2120 1.0345 1.2293  0.067
H62 -2.2444 2.2479 -0.0518  0.096
H63 -3.4295 2.3236 1.2509  0.053
H64 -3.1488 0.2060 -0.9489  0.122
H65 -4.3509 1.4421 -0.9388  0.107
C33 -5.3507 4.6364 2.7714  -0.021
C34 -4.3460 5.2760 1.8158  -0.733
O4 -3.5538 4.4855 1.2391  0.021
O5 -4.4120 6.5120 1.7010  -0.022
H66 -5.2288 3.5523 2.8156  0.063
H67 -5.2124 5.0406 3.7757  0.065
H68 -6.3658 4.8575 2.4383  0.077
C35 -5.3096 8.6667 5.4275  -0.156
C36 -4.0274 8.7642 6.2366  -0.150
N3 -2.9193 9.3505 5.4728  -0.044
C37 -2.5205 8.9926 4.2047  0.029
C38 -1.4390 9.7536 3.9010  0.020
N4 -1.1852 10.5414 5.0012  -0.082
C39 -2.0939 10.2863 5.9398  -0.011
C40 -0.0895 11.4993 5.1450  0.032
H69 -5.1943 7.9934 4.5742  0.065
H70 -6.1184 8.2806 6.0485  0.089
H71 -5.6119 9.6602 5.0359  -0.168
H72 -3.7107 7.7775 6.5797  0.134
H73 -4.1954 9.3852 7.1173  0.128
H74 -3.0598 8.2317 3.6614  0.134
H75 -0.8050 9.8272 3.0362  0.125
H76 -2.1447 10.7486 6.9121  0.173
H77 0.5436 11.1930 5.9763  0.108
H78 -0.5015 12.4881 5.3400  0.107
H79 0.5013 11.5262 4.2332  0.087
Cl1 6.9413 -2.6048 -4.1648  0.082
C41 5.1104 12.0421 1.0674  -0.023
C42 4.2865 12.8608 0.0411  -0.441
C43 3.2609 13.8678 0.5803  -0.305
F1 2.3010 13.3120 1.3423  0.088
F2 2.6228 14.4673 -0.4516  0.101
F3 3.7086 12.0045 -0.8283  0.131
F4 5.1859 13.5814 -0.6797  0.115
O6 4.6947 10.6985 1.3935  0.038
C44 3.7152 10.4625 2.3631  -0.530
C45 2.4367 9.8550 1.7739  -0.268
F5 1.9209 10.6046 0.7915  0.113
F6 1.4789 9.7536 2.7387  0.063
F7 3.4929 11.5783 3.0774  0.141
F8 4.2436 9.5740 3.2247  0.152
H80 6.0807 11.8885 0.5931  0.150
H81 5.3280 12.6191 1.9666  0.144
H82 3.7561 14.6486 1.1644  0.174
H83 2.6307 8.8612 1.3673  0.180
Be1 -6.7942 10.3697 3.8050  0.341
C46 -0.1204 -1.2829 4.7445  -1.605
Br1 -1.4691 -2.6224 5.1325  0.589
Br2 1.0591 -1.8244 3.3090  0.567
Br3 -0.9452 0.4322 4.3993  0.562
H84 0.4922 -1.1758 5.6319  -0.026

## Properties
Lowest unoccupied orbital energy ... -8.49 eV
Net charge ... +2
Energy ... -364796.1610 eV
HOMO ... -9.6 eV
F_max ... 4.47 eV Å⁻¹
Frontier orbital gap ... 1.1 eV